Entry from the Open Molecules 2025 dataset: a molecular structure, C28H52BrHfO7P2S2 (ωB97M-V/def2-TZVPD).

For the energy relative to the best compared isomer or geometry (same formula, charge and spin), the calculation gives 0.7123 eV. The net charge is +1. The calculation puts the HOMO energy at -11.2 eV. The value obtained for the total energy is -155816.078 eV.

Element x y z (Å)
C1 0.23 0.96 2.31
H1 -1.99 2.89 -1.08
H2 -0.10 4.68 1.86
H3 0.35 5.58 0.04
H4 1.70 -0.06 -4.14
H5 -4.23 1.19 -1.13
H6 0.70 -4.33 -2.84
S1 -0.77 -3.49 0.48
H7 2.07 4.52 4.44
O1 4.67 -2.35 -0.82
H8 1.10 5.65 3.49
H9 4.11 1.82 -1.99
H10 -4.45 -0.56 -1.27
C2 3.18 0.00 -2.57
O2 -2.12 -1.12 0.27
H11 3.05 1.16 -0.74
H12 -3.02 0.23 -1.99
Br1 0.29 -0.93 2.54
H13 3.50 -5.45 -3.20
H14 4.42 -4.24 -2.31
C3 -4.09 -3.91 -0.33
C4 2.41 -4.65 -1.57
H15 5.02 -1.08 -2.96
H16 0.16 1.29 4.42
C5 2.03 0.61 -3.34
C6 0.08 2.84 0.83
H17 2.16 3.93 -0.54
H18 -3.34 -0.08 2.30
O3 0.33 0.56 -0.01
H19 -4.36 -6.03 -0.22
H20 -0.11 4.07 6.61
C7 -0.01 3.61 1.98
H21 1.08 5.74 5.25
C8 3.78 0.90 -1.51
H22 4.65 0.43 -1.05
H23 -5.82 -3.57 -1.56
H24 -4.07 -5.42 -1.85
H25 3.84 -5.17 -0.03
H26 3.07 -6.54 -0.84
O4 2.51 -1.17 -1.86
C9 1.07 -5.06 -2.12
C10 -3.71 0.23 -1.14
H27 -4.62 -0.76 1.28
C11 1.12 5.06 4.41
H28 -2.24 4.20 4.40
C12 0.03 3.49 -0.56
H29 -6.17 -4.12 0.08
S2 -0.87 -1.73 -2.26
P1 -1.93 -2.36 -0.69
H30 -1.47 5.56 5.21
O5 2.58 -1.46 0.51
C13 -3.79 -5.31 -0.81
C14 -0.98 2.80 -1.48
H31 3.11 -3.75 -3.41
H32 1.17 0.82 -2.70
H33 0.33 -5.19 -1.34
C15 -2.98 0.10 0.18
P2 3.24 -2.11 -0.75
H34 1.43 3.93 -2.15
H35 2.16 -5.61 0.35
C16 1.43 3.43 -1.18
C17 -3.90 0.05 1.38
H36 -3.78 -3.77 0.71
H37 -1.44 5.46 3.46
C18 -0.04 3.35 5.80
C19 0.14 1.75 3.45
O6 -3.27 -2.98 -1.16
H38 1.20 -6.01 -2.64
H39 -4.46 0.99 1.44
C20 0.22 1.45 1.02
H40 -0.77 1.74 -1.62
Hf1 0.70 -1.36 -0.20
H41 -1.35 5.10 0.00
H42 1.75 2.41 -1.32
H43 -0.47 5.36 -1.50
O7 2.18 -3.29 -0.92
C21 2.90 -5.54 -0.45
C22 -0.39 4.97 -0.48
H44 -0.87 2.66 5.90
H45 2.35 1.55 -3.79
C23 -1.38 4.87 4.37
C24 -5.52 -3.48 -0.52
H46 -2.25 0.91 0.29
H47 4.65 0.22 -4.08
H48 3.76 -1.29 -4.19
H49 0.89 2.79 5.94
C25 -0.07 4.08 4.46
H50 -2.73 -5.54 -0.70
C26 4.22 -0.59 -3.50
C27 0.03 3.12 3.28
H51 -5.67 -2.45 -0.20
C28 3.44 -4.49 -2.68
H52 -0.97 3.28 -2.45